A 12-piece molecular cluster, C39H99N7O23P4 overall at a distorted geometry, computed with wB97M-V/def2-TZVPD.

## Properties
**E_tot**: -136738.3374 eV
**Structure (SMILES)**: COP(=O)(OC)OC.COP(=O)(OC)OC.COP(=O)(OC)OC.COP(=O)(OC)OC.CNC(C)=O.CNC(C)=O.CNC(C)=O.CNC(C)=O.CNC(C)=O.CNC(C)=O.CNC(C)=O.CCCCCC
**Kohn-Sham gap**: 9.11 eV
**ΔE to the lowest compared entry with this formula, charge and spin**: 0.0 kcal/mol

The geometry in ORCA input format:
```
! RIJCOSX wB97M-V def2-TZVPD def2/J DEFGRID3
* xyz 0 1
P 3.760 -0.528 -2.113
P 6.619 4.454 -0.064
P -6.162 -0.667 0.217
P -4.153 -6.042 3.345
O -6.810 -2.089 -0.107
O -6.646 0.371 -0.736
O 5.930 4.292 1.224
O -2.845 -5.532 2.548
O 6.124 -2.190 2.418
O 6.559 5.925 -0.682
O 4.038 1.436 4.682
O -0.837 0.442 1.927
O 3.552 0.064 -3.603
O -6.477 -0.379 1.754
O 2.580 -0.662 -1.258
O 4.474 -1.940 -2.398
O -4.582 -0.804 0.167
O -3.573 -6.770 4.649
O 8.220 4.123 -0.066
O -4.817 -4.649 3.826
O 6.087 3.450 -1.196
O -0.096 2.379 -4.230
O -5.122 -6.858 2.572
O 1.311 -3.802 2.739
O -3.927 1.968 -1.418
O 4.959 0.396 -1.536
O 1.186 4.941 -1.018
N 5.097 3.209 3.728
N 4.101 -2.465 3.409
N -5.659 3.424 -1.466
N 0.929 0.928 0.623
N 1.756 -5.919 3.458
N -2.220 1.818 -3.664
N 1.642 6.464 0.575
C 5.161 4.103 4.836
C 5.901 -0.233 -0.635
C -3.989 -2.347 -4.185
C 0.931 2.302 1.016
C -4.113 3.578 0.377
C 2.923 5.853 0.944
C 4.949 -2.542 2.362
C 0.143 -1.411 0.822
C 4.487 1.301 2.314
C -2.829 1.936 -4.957
C -7.067 -2.508 -1.430
C -3.766 0.264 0.647
C -2.977 -1.711 -3.255
C 4.663 3.434 -1.428
C -0.836 -3.113 -2.993
C 1.254 -5.016 2.593
C 0.864 5.908 -0.340
C 8.871 4.235 -1.307
C -7.677 0.277 2.108
C -2.941 -4.864 1.304
C 2.474 0.848 -4.078
C 6.569 7.055 0.230
C -2.120 -2.520 -2.336
C -0.536 6.430 -0.480
C 4.360 -3.082 1.049
C 4.600 1.946 3.716
C 0.106 0.037 1.240
C -0.924 2.028 -3.366
C -4.416 -7.230 5.706
C -6.286 2.876 -2.644
C 2.397 -5.533 4.693
C 0.571 -5.486 1.328
C -4.811 -1.267 -4.928
C 4.432 -1.960 4.693
C 3.921 -2.917 -3.260
C -4.543 2.914 -0.950
C -5.635 -1.867 -6.073
C -5.962 -4.112 3.193
C -0.595 1.983 -1.923
H 4.978 -3.128 0.154
H -6.135 4.077 -0.865
H 0.533 -4.691 0.589
H -8.118 -2.782 -1.528
H -3.431 -0.958 -2.600
H -4.082 4.643 0.136
H -5.159 -2.682 -6.618
H 2.893 -4.567 4.659
H -1.753 -1.964 -1.475
H 3.243 5.184 0.152
H -4.420 1.122 0.829
H 5.389 -1.447 4.762
H 3.134 -2.641 3.171
H 4.062 3.102 -0.586
H -2.691 -3.357 -1.925
H 3.670 -1.360 5.188
H 3.693 6.621 1.019
H -3.105 3.256 0.628
H -5.199 -6.480 5.832
H -3.293 0.053 1.605
H -0.482 0.925 -1.665
H -1.336 5.726 -0.258
H -0.690 7.352 0.088
H -0.436 -5.878 1.477
H 1.590 0.509 -0.020
H 6.195 4.364 5.080
H -2.548 -5.461 0.483
H 4.743 -3.232 -3.899
H 6.520 -0.844 -1.293
H 4.080 2.035 1.618
H -3.457 -2.995 -4.887
H -3.236 0.947 -5.178
H -6.458 3.649 -3.398
H 2.838 5.392 1.927
H -6.605 -2.275 -5.778
H -6.187 -4.601 2.246
H 1.707 0.933 -3.305
H -2.729 1.778 -2.783
H -4.922 -8.115 5.318
H 7.304 7.762 -0.147
H 1.681 -5.514 5.516
H 3.153 -6.301 4.858
H 2.717 1.884 -4.312
H -0.308 -1.575 -0.152
H -5.520 -0.766 -4.268
H 0.051 -2.963 -2.375
H -0.081 2.701 0.964
H 9.583 3.410 -1.380
H -7.363 1.285 2.389
H -4.673 -3.043 -3.690
H -3.005 0.702 0.003
H 1.517 2.843 0.269
H 3.589 -2.407 0.658
H 6.728 6.697 1.246
H 9.425 5.171 -1.386
H -6.464 -3.349 -1.772
H 1.103 -6.360 0.941
H -8.385 0.306 1.282
H -2.391 -1.035 -3.887
H 4.579 -2.807 5.377
H 5.390 0.762 2.043
H -5.907 -1.044 -6.737
H 5.599 7.552 0.241
H -4.130 -0.527 -5.351
H 6.518 0.558 -0.218
H 0.387 2.414 -1.736
H 3.829 -4.026 1.182
H 4.721 3.646 5.721
H 3.546 -3.782 -2.709
H -6.764 -4.297 3.911
H 5.289 3.635 2.827
H -2.093 2.227 -5.703
H -0.757 6.754 -1.499
H -7.302 2.541 -2.429
H 1.863 0.492 -4.909
H -3.776 -7.394 6.567
H -1.299 2.400 -1.206
H -5.702 2.086 -3.106
H -0.530 -2.738 -3.972
H -0.987 -4.177 -3.187
H 8.221 4.089 -2.170
H 1.456 7.410 0.865
H -4.797 3.442 1.213
H 1.176 -1.758 0.886
H -5.921 -3.038 3.010
H -8.060 -0.206 3.006
H 1.443 2.485 1.962
H -3.643 2.660 -4.912
H 3.653 0.610 2.448
H 4.692 5.064 4.617
H -2.348 -3.947 1.282
H 4.243 4.401 -1.728
H 5.454 -0.862 0.133
H -6.929 -1.708 -2.159
H 3.055 -2.517 -3.788
H 1.537 -6.893 3.335
H -3.955 -4.512 1.111
H -0.352 -1.975 1.612
H 4.587 2.950 -2.400
*
```

Atom charges from the Mulliken analysis, given in e for atoms 1 to 2:
1 P -0.981
2 P 0.471

=====

An isolated ion of composition C7H11N2O2 and charge +1 at a distorted geometry, computed with wB97M-V/def2-TZVPD.

## Properties
**E_tot**: -14502.9200 eV
**Structure (SMILES)**: C=[N+](C)[C@@H](C#N)C(=O)OCC
**Kohn-Sham gap**: 9.47 eV
**ΔE to the lowest compared entry with this formula, charge and spin**: 51.4 kcal/mol

The geometry in ORCA input format:
```
! RIJCOSX wB97M-V def2-TZVPD def2/J DEFGRID3
* xyz 1 1
O -0.401 0.679 1.957
O -0.596 1.084 -0.296
N 2.789 1.351 -1.329
N 1.309 -1.197 0.225
C -0.001 0.821 0.840
C -2.785 0.991 -1.150
C 1.134 -2.117 1.335
C 1.228 -1.596 -0.991
C -1.812 1.744 -0.294
C 1.531 0.236 0.569
C 2.209 0.919 -0.446
H -3.781 1.429 -1.056
H -2.039 1.854 0.836
H 0.539 -3.012 0.959
H -2.413 1.040 -2.193
H 2.158 -2.639 1.576
H -2.875 0.032 -0.718
H 0.885 -1.509 2.196
H 1.592 -0.782 -1.760
H -1.682 2.847 -0.517
H 1.994 0.345 1.583
H 1.018 -2.519 -1.326
*
```

Atom charges from the Mulliken analysis, given in e for atoms 1 to 2:
1 O -0.496
2 O -0.163

=====

One molecule with the formula C9H13P at a distorted geometry, computed with wB97M-V/def2-TZVPD.

## Properties
**E_tot**: -18827.9007 eV
**Structure (SMILES)**: C=C/C=C\C(C=C)=C(\C)P
**Kohn-Sham gap**: 8.37 eV
**ΔE to the lowest compared entry with this formula, charge and spin**: 66.7 kcal/mol

The geometry in ORCA input format:
```
! RIJCOSX wB97M-V def2-TZVPD def2/J DEFGRID3
* xyz 0 1
P -1.969 1.610 0.186
C 1.034 -3.036 -1.215
C -2.483 -1.024 0.709
C 1.259 1.700 0.666
C 1.217 1.278 -0.709
C 1.826 2.757 1.167
C 0.588 0.220 -1.204
C 0.093 -2.218 -0.655
C -0.243 -0.810 -0.448
C -1.414 -0.205 0.077
H -0.858 2.048 -0.454
H 1.923 -2.787 -1.794
H 0.791 -4.063 -1.042
H 1.972 2.901 2.241
H 1.779 1.990 -1.422
H -0.402 -2.784 0.037
H -1.248 1.901 1.378
H -3.041 -0.514 1.476
H 2.275 3.620 0.683
H -3.077 -1.578 -0.038
H -1.948 -1.818 1.207
H 0.860 0.920 1.304
H 1.064 -0.108 -2.150
*
```

Atom charges from the Mulliken analysis, given in e for atoms 1 to 2:
1 P -0.079
2 C -0.962

=====

A 2-piece molecular cluster, C11H15N overall at a distorted geometry, computed with wB97M-V/def2-TZVPD.

## Properties
**E_tot**: -13140.2228 eV
**Structure (SMILES)**: Cc1c[nH]c2ccccc12.CC
**Kohn-Sham gap**: 8.76 eV
**ΔE to the lowest compared entry with this formula, charge and spin**: 13.1 kcal/mol

The geometry in ORCA input format:
```
! RIJCOSX wB97M-V def2-TZVPD def2/J DEFGRID3
* xyz 0 1
N 0.823 -1.644 0.343
C -1.853 1.152 1.751
C -2.311 -0.150 1.623
C 1.597 0.464 0.426
C -0.507 1.448 1.561
C -0.977 -0.580 -2.978
C 1.860 -0.796 0.006
C -0.006 0.025 -3.971
C 2.468 1.664 0.230
C -1.489 -1.223 1.320
C -0.185 -0.878 0.898
C 0.296 0.445 1.009
H 0.738 -2.562 -0.039
H -2.509 1.960 2.050
H 1.057 -0.227 -3.892
H 2.674 2.210 1.152
H -0.189 2.482 1.599
H -1.737 -1.173 -3.494
H -1.576 0.145 -2.428
H -3.346 -0.393 1.841
H -0.462 -1.204 -2.252
H -1.786 -2.260 1.267
H 1.948 2.463 -0.331
H 2.697 -1.191 -0.549
H 0.136 1.101 -3.779
H 3.339 1.479 -0.392
H -0.281 -0.022 -5.018
*
```

Atom charges from the Mulliken analysis, given in e for atoms 1 to 2:
1 N 0.008
2 C -0.555

=====

M values, unit g mol⁻¹, following the record order: 1158.1; 155.2; 152.2; 161.2.
E_LUMO values, unit Ha, following the record order: 0.0165; -0.1969; 0.0083; 0.0338.